1.
Below is 2 unconnected molecules or ions with the total composition C6H12S3 at a distorted geometry, with properties calculated with wB97M-V/def2-TZVPD.

lowest unoccupied orbital energy = 0.476 eV
multiplicity = 1
relative energy (zero: lowest compared OMol25 entry of this formula, charge and spin) = 2.8950 eV
highest occupied orbital energy = -8.1 eV
orbital gap = 8.58 eV

Each line ends with the natural charge from an NBO analysis.
Atoms and positions in Å:
C (-0.2488, 2.0948, -0.3487)  -0.458
C (-1.1693, 1.6372, -1.1980)  -0.358
C (-0.3243, 3.5556, -2.8679)  -0.776
C (-2.0950, -1.7530, 1.4022)  -0.754
C (2.8947, -3.2417, 1.8221)  -0.772
C (0.4979, -1.5961, 0.9317)  -0.595
S (-1.5472, 2.2742, -2.7724)  0.281
S (-0.5298, -2.5576, 1.7964)  0.368
S (2.1427, -1.8442, 0.8127)  0.386
H (0.5378, 2.7997, -0.5351)  0.193
H (-0.0596, 1.6067, 0.6438)  0.218
H (-0.2748, 3.9352, -1.8437)  0.229
H (-0.6192, 4.2342, -3.6631)  0.237
H (0.7621, 3.1587, -3.0126)  0.219
H (-2.3275, -2.0205, 0.4123)  0.222
H (-2.0339, -0.6952, 1.3294)  0.238
H (-2.9181, -2.1952, 1.8585)  0.228
H (2.1515, -4.0139, 2.0156)  0.232
H (3.2034, -2.8903, 2.7786)  0.220
H (3.8109, -3.3693, 1.3661)  0.228
H (-1.8535, 0.8808, -0.9277)  0.216

Atomic forces in eV per Å
0.6 -1.4 1.4
0.7 1.3 0.1
2.2 -0.9 0.4
1.0 -0.4 -1.2
-2.6 1.5 0.7
1.0 -0.3 -0.1
-0.1 -0.5 -0.3
-0.1 0.2 0.4
-0.3 0.0 0.4
-0.1 0.4 -0.5
-0.7 0.3 -1.1
-0.3 0.9 -0.5
0.2 0.2 0.3
-1.9 0.5 -0.2
0.1 -0.5 -1.7
0.1 0.9 0.9
-1.2 -0.3 1.9
0.6 -0.5 -0.7
-0.2 0.7 1.0
1.6 -1.4 -1.5
-0.5 -0.9 0.4

***

2.
Below is a molecular structure, C16H36BeBr2Cl2F11MgN2NaO5P2RbSb at a distorted geometry, with properties calculated with wB97M-V/def2-TZVPD.

lowest unoccupied orbital energy = -9.612 eV
multiplicity = 1
relative energy (zero: lowest compared OMol25 entry of this formula, charge and spin) = 12.7237 eV
highest occupied orbital energy = -10.9 eV
charge = +2
orbital gap = 1.30 eV

Each line ends with the Mulliken charge.
Atoms and positions in Å:
C (3.8737, -0.2439, 0.0444)  -0.731
C (3.2767, -0.8028, -1.4059)  -0.471
O (1.8416, -1.1937, -1.2981)  -0.295
C (1.0700, 0.0307, -1.5402)  -0.481
C (-0.2903, 0.1958, -0.6269)  -0.415
O (-1.4525, -0.2714, -1.3881)  -0.553
Sb (-2.0690, -2.1614, -0.7557)  0.834
C (-3.3973, -1.3610, 0.8092)  -1.220
C (-4.4871, -0.2390, 0.3949)  0.838
C (-3.8534, 1.2818, 0.1032)  -0.212
C (-4.0997, 1.6490, -1.4637)  0.249
C (-4.8391, 3.0544, -1.7972)  -0.574
C (-5.9586, 3.5855, -0.7378)  -0.196
O (-7.2784, 2.8815, -0.8471)  -0.399
C (-7.2649, 1.6123, -0.1119)  -0.143
P (-3.8501, -2.2975, -2.5135)  0.797
N (-3.2870, -1.3598, -3.7495)  -0.628
C (-2.6067, -4.2854, -0.2342)  0.204
F (-2.5850, -4.4391, 1.2398)  -0.246
F (-3.9928, -4.6049, -0.6921)  -0.318
C (-1.4675, -5.3379, -0.8353)  0.401
F (-1.6266, -6.7291, -0.3532)  -0.233
F (-1.3809, -5.3324, -2.3136)  -0.110
F (-0.1486, -4.8355, -0.3117)  -0.132
H (4.4342, 0.7759, -0.1178)  0.294
H (4.6535, -1.0185, 0.4576)  0.160
H (2.9608, -0.1123, 0.7981)  0.341
H (3.4725, 0.0173, -2.2344)  0.320
H (3.8859, -1.7872, -1.6917)  0.248
H (1.7447, 0.9810, -1.3033)  0.337
H (0.7453, 0.1697, -2.6794)  0.174
H (-0.2010, -0.2097, 0.4666)  0.326
H (-0.4461, 1.3738, -0.5094)  0.243
H (-0.9563, -2.8075, -1.9380)  -0.020
H (-0.8053, -2.2929, 0.4258)  0.031
H (-2.7129, -0.8924, 1.6661)  0.475
H (-3.9906, -2.2499, 1.3376)  0.435
H (-5.2400, -0.5255, -0.4544)  -1.151
H (-5.1746, -0.0793, 1.3616)  0.448
H (-4.3011, 2.0260, 0.8846)  0.387
H (-2.6983, 1.1710, 0.3905)  0.087
H (-4.6629, 0.8003, -2.0803)  -0.409
H (-3.0206, 1.7168, -1.9723)  0.218
H (-3.9988, 3.8667, -2.0426)  0.338
H (-5.4057, 2.9020, -2.8378)  0.245
H (-6.2135, 4.7053, -1.0756)  0.018
H (-5.5934, 3.6959, 0.3771)  0.286
H (-6.9410, 0.7649, -0.8889)  -0.334
H (-6.5795, 1.6333, 0.8479)  0.236
H (-8.3649, 1.3833, 0.2372)  0.350
H (-3.9446, -3.6409, -3.0697)  -0.028
H (-5.1641, -1.9337, -2.0874)  -0.491
H (-3.9911, -0.6023, -3.9403)  0.268
Rb (5.5351, 0.2787, 1.9884)  0.963
F (5.9143, 5.6914, -1.0000)  -0.275
P (5.2349, 5.8454, 0.3942)  1.080
F (5.3386, 4.2986, 0.5522)  -0.251
F (3.8641, 5.6238, -0.3127)  -0.294
F (5.4942, 5.5899, 1.9093)  -0.256
F (4.3438, 7.0545, 0.8078)  -0.309
F (6.4558, 6.8138, 0.4070)  -0.194
Na (-6.4649, -0.8924, -1.5290)  0.977
Be (-7.3649, 5.4705, -2.3612)  0.013
Cl (1.7722, -6.0750, 2.6497)  -0.209
C (1.4858, -4.3435, 2.9554)  -0.024
C (1.8587, -3.9413, 4.3735)  0.125
Cl (0.7574, -4.6440, 5.5839)  -0.200
H (0.4341, -4.1303, 2.7392)  0.118
H (2.0988, -3.7900, 2.2377)  0.142
H (1.7945, -2.8544, 4.4802)  -0.287
H (2.8792, -4.2478, 4.6239)  0.369
C (11.5015, 1.4725, 1.3246)  -0.668
N (10.2102, 0.7823, 1.5888)  0.825
O (9.2041, 1.4908, 1.7099)  -0.495
O (10.2431, -0.4513, 1.6671)  -0.498
H (11.3243, 2.5492, 1.2812)  0.302
H (12.1805, 1.2261, 2.1436)  0.281
H (11.8819, 1.1055, 0.3691)  0.280
Br (2.2351, -0.7014, 3.7983)  -0.658
Br (6.1351, 8.5606, 1.4173)  0.488
Mg (-1.9649, -6.4094, -3.7427)  0.864

Atomic forces in eV per Å
-1.1 -0.5 -1.4
1.1 -0.7 0.3
1.3 2.5 -0.7
-0.6 1.8 0.2
0.5 1.5 -0.7
0.6 -0.9 1.6
2.8 1.7 2.0
-2.0 0.5 1.9
-0.4 1.3 1.8
0.4 -1.6 0.2
1.4 0.7 -0.6
-0.3 0.0 -0.9
0.5 1.1 -0.4
2.3 -1.0 1.7
-0.8 0.3 0.0
0.6 1.5 -3.8
-2.3 -0.4 1.6
-1.0 -1.4 1.7
-0.1 -0.2 -4.2
3.3 -0.1 1.0
1.8 -1.0 4.6
0.7 4.5 -2.4
0.3 0.3 3.0
-4.8 -2.1 -2.4
-1.4 -1.9 0.0
-2.3 1.0 -1.5
2.1 -0.3 -1.4
-0.6 -1.8 1.6
-1.5 2.2 0.6
-1.4 -2.0 -0.3
0.6 -0.6 2.4
0.0 0.4 -2.0
0.4 -2.4 -0.3
-0.5 -0.1 -0.4
-0.2 -0.1 -0.2
-1.3 -1.0 -2.1
1.4 1.7 -1.2
3.0 0.7 2.6
1.4 -0.7 -2.1
0.7 -1.3 -1.8
-2.6 0.4 -1.0
1.1 1.4 1.5
-2.5 -0.4 1.0
-2.0 -1.5 1.0
1.1 0.5 2.2
0.6 -2.4 0.9
-0.8 -0.6 -2.2
-0.6 2.2 1.9
-1.2 -0.1 -2.2
2.2 0.5 -0.8
-0.1 0.0 0.5
0.9 -1.3 -0.4
1.1 -0.7 0.0
1.3 0.9 2.5
0.4 -0.8 -3.4
-4.9 -5.6 -0.8
0.6 -4.8 -2.6
-2.8 -3.0 -2.4
0.5 2.9 4.5
0.1 5.1 2.0
5.0 6.4 2.8
-2.1 -0.2 -0.9
-0.6 0.5 -0.6
0.0 -0.1 -0.1
0.0 0.5 0.1
0.1 -0.3 -0.1
0.0 -0.1 -0.1
0.2 -0.1 0.2
0.0 0.0 0.2
-0.1 -0.1 -0.1
-0.2 0.0 -0.1
0.2 0.4 0.0
-0.5 -0.8 0.2
0.8 -1.1 -0.1
-0.4 2.0 -0.1
-0.1 -0.3 0.0
-0.1 -0.1 -0.2
0.0 -0.1 0.3
0.3 0.4 -0.5
0.9 -0.3 -0.1
-0.5 -0.4 -0.8

***

3.
Below is 2 unconnected molecules or ions with the total composition C16H24ClN2O3 at a distorted geometry, with properties calculated with wB97M-V/def2-TZVPD.

lowest unoccupied orbital energy = -2.659 eV
multiplicity = 1
relative energy (zero: lowest compared OMol25 entry of this formula, charge and spin) = 1.6358 eV
highest occupied orbital energy = -12.0 eV
charge = +1
orbital gap = 9.32 eV

Each line ends with the natural charge from an NBO analysis.
Atoms and positions in Å:
C (1.7318, 3.2941, -1.6472)  -0.616
C (0.2497, 3.2871, -1.2408)  -0.414
C (-0.3071, 1.9038, -0.7989)  -0.174
Cl (0.4907, 0.5933, -1.7354)  -0.088
C (-1.8273, 1.8619, -1.0443)  -0.026
C (-2.4692, 0.7854, -1.6387)  -0.192
C (-3.8387, 0.8079, -1.8675)  -0.159
C (-4.5216, 1.9270, -1.4705)  -0.146
C (-3.9109, 2.9883, -0.8447)  -0.058
C (-2.5547, 2.9715, -0.6247)  -0.206
C (-4.9269, 4.0333, -0.4951)  0.660
O (-4.6955, 5.0761, 0.0406)  -0.506
N (-6.1939, 3.5222, -0.9045)  -0.669
C (-5.9704, 2.2749, -1.6014)  0.670
O (-6.8417, 1.7246, -2.2032)  -0.488
H (1.8234, 3.2485, -2.7271)  0.223
H (2.1769, 4.2356, -1.3329)  0.224
H (2.3049, 2.4809, -1.2133)  0.205
H (0.0458, 3.9812, -0.4336)  0.221
H (-0.3317, 3.5642, -2.1152)  0.221
H (-0.1483, 1.7730, 0.2674)  0.222
H (-1.9113, -0.0844, -1.9365)  0.228
H (-4.3607, -0.0108, -2.3389)  0.241
H (-2.0990, 3.8192, -0.1369)  0.236
H (-6.7085, 3.3745, -0.0375)  0.413
C (1.2169, -3.5703, 1.9118)  -0.406
N (2.6977, -3.3132, 1.9315)  -0.198
C (3.3542, -4.4691, 2.6185)  -0.404
C (2.9718, -2.0672, 2.7034)  -0.413
C (3.2803, -3.2286, 0.5345)  -0.228
C (2.7864, -2.0931, -0.3331)  -0.092
O (1.3919, -2.2058, -0.5349)  -0.746
H (0.9224, -3.8820, 2.9125)  0.220
H (0.6967, -2.6582, 1.6526)  0.253
H (1.0077, -4.3575, 1.1949)  0.238
H (2.9631, -4.5386, 3.6298)  0.233
H (4.4273, -4.2967, 2.6462)  0.231
H (3.1273, -5.3762, 2.0648)  0.236
H (2.4465, -1.2388, 2.2385)  0.235
H (4.0441, -1.8859, 2.7063)  0.231
H (2.6094, -2.2062, 3.7188)  0.235
H (3.0550, -4.1848, 0.0631)  0.233
H (4.3585, -3.1381, 0.6621)  0.231
H (3.3055, -2.1680, -1.2932)  0.209
H (3.0304, -1.1187, 0.1034)  0.177
H (1.1009, -1.4362, -1.0512)  0.501

Atomic forces in eV per Å
-0.2 0.5 0.3
0.3 -1.1 -0.4
-1.0 0.8 -0.4
0.2 0.0 0.1
0.8 0.1 0.3
-0.3 -0.2 -0.1
0.1 -0.1 -0.1
-0.9 0.4 -0.1
0.3 0.0 -0.2
-0.1 0.3 0.1
0.6 -0.5 -0.3
-0.3 0.1 0.2
0.9 -0.2 0.8
-0.4 0.3 0.0
0.1 -0.5 0.1
0.1 -0.2 -0.1
0.1 0.0 0.0
0.1 0.0 0.1
0.0 0.1 0.0
-0.2 0.3 0.0
0.4 -0.5 0.0
0.1 -0.1 -0.1
0.0 -0.1 -0.1
0.1 0.1 0.0
-0.9 0.3 -0.5
0.0 0.0 0.3
-0.1 0.0 0.0
0.1 0.1 0.0
0.0 0.0 0.0
-0.1 0.0 -0.1
-0.4 0.2 -0.1
0.1 0.0 0.0
0.1 0.0 0.0
0.0 0.0 -0.2
0.0 0.0 0.0
0.0 0.0 0.0
0.0 0.0 0.0
0.0 0.0 0.0
0.0 0.0 0.0
0.0 0.0 0.0
0.0 0.0 0.0
0.0 0.0 0.0
0.0 0.0 0.0
0.2 0.0 0.1
0.1 0.0 0.0
-0.1 -0.1 0.2

***

4.
Below is C8H7FN2O2 in the gas phase at a distorted geometry, with properties calculated with wB97M-V/def2-TZVPD.

lowest unoccupied orbital energy (spin up / spin down) = 0.826 / -3.332 eV
multiplicity = 3
relative energy (zero: lowest compared OMol25 entry of this formula, charge and spin) = 0.0000 eV
highest occupied orbital energy (spin up / spin down) = -7.0 / -9.6 eV
orbital gap (spin up / spin down) = 7.84 / 6.24 eV
expectation value of S² = 2.03

Each line ends with the Löwdin spin population.
Atoms and positions in Å:
C (-2.3261, 0.3970, -0.4214)  0.174
C (-2.2206, -1.0704, -0.2426)  0.217
C (-1.2966, 1.2377, -0.3418)  0.221
C (-1.0430, -1.6198, 0.0833)  0.214
C (0.0376, 0.6516, -0.0888)  0.073
C (0.1438, -0.8302, 0.1914)  0.105
C (2.3284, 1.0804, 0.3422)  0.034
C (2.5502, -0.4183, 0.2370)  0.010
N (0.9613, 1.5396, 0.0091)  0.397
N (1.2233, -1.3910, 0.5726)  0.485
O (3.2392, 1.7582, -0.5092)  0.019
O (3.4620, -0.8749, 1.1059)  0.007
F (2.8084, -0.7381, -1.0514)  0.013
H (-3.2689, 0.7999, -0.8035)  0.004
H (-3.1788, -1.5984, -0.2874)  0.008
H (-1.3279, 2.3002, -0.7498)  0.003
H (-1.0294, -2.7446, 0.1282)  0.004
H (2.5388, 1.3203, 1.3137)  0.012
H (3.0654, 1.6389, -1.3887)  0.001
H (3.2440, -1.7841, 1.1974)  -0.001

Atomic forces in eV per Å
-3.1 -4.3 -0.6
-3.5 5.0 -0.6
4.4 0.8 -0.9
2.5 -1.8 0.1
-3.6 -0.8 0.4
-3.6 1.9 -0.9
-1.1 0.0 -3.4
-3.4 -2.1 0.9
3.0 0.3 0.2
5.3 1.1 -0.1
0.9 0.6 4.6
1.0 1.4 -0.2
0.4 -0.3 -0.7
0.1 -0.3 0.4
0.6 -0.1 -0.1
0.0 -1.4 1.2
0.6 1.3 0.3
0.7 1.0 2.5
-1.1 -0.8 -3.4
-0.1 -1.6 0.4

***

5.
Below is a molecular structure, C23H28F5HfN5SSeSi3 at a distorted geometry, with properties calculated with wB97M-V/def2-TZVPD.

lowest unoccupied orbital energy = -1.104 eV
multiplicity = 1
relative energy (zero: lowest compared OMol25 entry of this formula, charge and spin) = 0.0000 eV
highest occupied orbital energy = -8.5 eV
orbital gap = 7.44 eV

Each line ends with the natural charge from an NBO analysis.
Atoms and positions in Å:
Hf (-0.8837, 0.9873, 0.5558)  2.227
C (1.2754, -3.5645, -0.5761)  -1.144
Si (-0.1365, -2.4252, -0.0379)  1.736
C (-0.4451, -2.7533, 1.8313)  -1.113
C (-1.7622, -3.0155, -0.8293)  -1.132
C (0.3595, -0.6033, -0.4339)  -2.048
Si (2.2318, -0.1906, -0.3760)  1.747
C (2.6198, 1.6683, -0.5433)  -1.133
C (3.2048, -1.0709, -1.7371)  -1.146
C (2.8750, -0.6849, 1.3310)  -1.143
Si (0.0454, -0.3782, -2.2583)  1.761
C (0.7652, 1.0248, -3.3367)  -1.125
C (0.2736, -1.8069, -3.5172)  -1.136
C (-1.8054, 0.0186, -2.1866)  -0.172
C (-2.6257, 0.0127, -3.3031)  -0.247
C (-3.9779, 0.3154, -3.1881)  -0.106
C (-4.5469, 0.5678, -1.9289)  -0.247
C (-3.7034, 0.5045, -0.8191)  0.099
N (-2.3529, 0.2938, -0.9186)  -0.637
H (0.8976, -4.6109, -0.4194)  0.241
H (2.1928, -3.4725, -0.0050)  0.243
H (1.5151, -3.4954, -1.6468)  0.238
H (-0.5903, -3.8632, 1.9395)  0.241
H (-1.3333, -2.2944, 2.2298)  0.238
H (0.3890, -2.5696, 2.4955)  0.238
H (-1.6370, -4.1448, -0.8701)  0.246
H (-1.9255, -2.6891, -1.8481)  0.234
H (-2.6423, -2.8224, -0.1937)  0.247
H (3.4344, 1.8203, -1.3214)  0.240
H (2.9133, 2.1198, 0.4127)  0.258
H (1.7910, 2.2794, -0.8866)  0.238
H (2.8664, -0.9346, -2.7940)  0.236
H (3.2551, -2.1300, -1.5405)  0.241
H (4.2414, -0.6431, -1.7135)  0.248
H (2.3286, -1.4712, 1.8456)  0.234
H (2.8744, 0.2029, 1.9700)  0.240
H (3.9292, -1.0150, 1.2445)  0.244
H (1.8449, 0.9706, -3.4468)  0.244
H (0.5369, 2.0217, -2.9668)  0.244
H (0.3499, 0.9392, -4.3590)  0.243
H (1.3133, -1.8415, -3.8880)  0.245
H (-0.4095, -1.5934, -4.4121)  0.239
H (0.0201, -2.8044, -3.0768)  0.238
H (-2.1725, -0.2023, -4.2772)  0.230
H (-4.5514, 0.4178, -4.1156)  0.232
H (-5.6243, 0.7568, -1.8364)  0.248
H (-4.0587, 0.6411, 0.2033)  0.237
F (2.7132, -0.1730, 6.5825)  -0.282
C (2.1782, 0.4741, 5.5449)  0.261
C (1.2348, -0.1350, 4.7451)  0.317
F (0.8308, -1.4055, 5.0322)  -0.296
C (0.7750, 0.5577, 3.6330)  0.290
F (-0.1965, -0.0325, 2.8048)  -0.316
C (1.1936, 1.8489, 3.2949)  -0.259
S (0.6500, 2.6728, 1.8573)  -0.206
C (2.1040, 2.4369, 4.1819)  0.329
F (2.4093, 3.7338, 4.0203)  -0.289
C (2.6177, 1.7809, 5.2746)  0.285
F (3.4845, 2.4269, 6.0799)  -0.282
Se (-3.6673, 3.0966, 3.1742)  0.094
C (-2.9638, 1.7891, 2.3191)  0.168
N (-2.4742, 0.8498, 1.7175)  -0.907
N (-1.2545, 2.8511, -0.3538)  -0.834
C (-1.8452, 3.8587, -0.5109)  0.747
N (-2.5304, 4.8980, -0.6960)  -0.617
C (-3.6828, 4.9470, -1.3262)  0.428
N (-4.7356, 5.0520, -1.8257)  -0.418

Atomic forces in eV per Å
2.7 0.7 0.2
-0.9 -1.1 -0.3
0.4 0.4 0.8
0.4 -1.4 -0.7
0.5 -1.3 0.4
0.6 0.0 -0.7
-0.2 0.0 0.7
0.8 0.0 -0.9
0.6 0.8 -0.7
0.8 0.0 -0.3
-0.2 -0.1 -1.0
-0.2 0.1 0.2
-0.9 -0.4 -0.1
-1.2 0.2 1.2
0.0 0.1 0.1
-0.2 0.5 0.0
0.4 -0.5 -0.3
0.6 0.0 -0.3
-1.4 -0.5 -2.8
0.4 0.7 -0.1
0.1 0.2 0.2
0.0 0.1 0.3
-0.1 0.8 -0.3
-0.4 0.3 0.1
0.2 0.4 0.1
-0.2 1.2 0.0
-0.2 0.1 -0.2
0.3 0.1 -0.3
-0.8 -0.2 1.0
0.1 -0.3 -0.3
-0.3 0.1 -0.1
0.1 0.0 1.0
0.2 -0.3 0.0
-0.7 -0.4 0.1
-0.1 -0.1 -0.1
0.0 -0.1 0.0
-0.4 0.1 0.1
0.2 -0.1 0.1
-0.1 0.1 0.0
0.0 -0.1 0.5
-0.5 0.0 0.2
0.9 -0.4 1.2
0.1 0.8 -0.6
-0.3 0.1 0.4
-0.1 -0.2 0.5
0.7 0.0 0.1
0.0 0.0 -0.5
-0.2 0.0 -0.1
0.8 0.6 0.4
-0.4 -0.9 -0.2
0.3 1.2 -0.4
-0.6 0.2 -0.5
1.2 0.4 0.6
-0.1 -0.9 0.4
-0.5 -0.1 0.1
-0.4 0.7 -0.3
0.2 -0.4 -0.1
-0.1 -0.2 0.3
-0.5 -0.7 -0.4
0.0 0.1 0.0
0.6 -1.5 -0.6
-2.4 1.3 2.5
0.6 -0.1 -0.2
-1.6 0.6 -0.7
1.4 -0.5 0.5
-2.0 0.0 -0.8
1.6 -0.2 0.6